# 1
Molecular formula: C2H4I2O2
Method: DFT, ωB97M-V/def2-TZVPD

Properties
relative energy (zero: lowest compared OMol25 entry of this formula, charge and spin) = 10.7 kcal per mole
electronic energy = -824.4207 a.u.
gap between HOMO and LUMO = 8.980 eV
total charge = 0

Each line ends with the natural charge from an NBO analysis.
Cartesian coordinates (Å):
I1 -1.77 -2.10 -0.21  0.062
I2 -2.18 1.48 -0.38  0.057
O1 2.90 0.12 -0.27  -0.481
O2 -1.15 -0.10 1.92  -0.692
C1 2.08 0.28 -1.12  0.269
C2 -1.10 -0.17 0.58  -0.108
H1 -0.07 -0.06 0.28  0.192
H2 1.41 -0.53 -1.47  0.104
H3 1.93 1.24 -1.63  0.110
H4 -2.05 -0.17 2.28  0.488

# 2
Molecular formula: C46H42F3N5O2OsP2SSbSe2
Method: DFT, ωB97M-V/def2-TZVPD

Properties
relative energy (zero: lowest compared OMol25 entry of this formula, charge and spin) = 2.1 kcal per mole
electronic energy = -8716.4188 a.u.
gap between HOMO and LUMO (alpha / beta) = 7.139 / 5.277 eV
2S+1 = 5
total charge = +1
⟨S²⟩ = 6.03

Each line ends with the Mulliken charge.
Cartesian coordinates (Å):
Os1 -1.02 1.03 -1.05  0.871
Sb1 -0.37 3.37 0.95  0.859
Se1 3.14 -3.69 -0.41  -0.306
Se2 -2.33 -0.54 0.44  -0.532
S1 -3.59 2.50 -1.74  1.080
P1 3.34 -2.31 1.18  0.807
P2 -0.61 -1.64 1.20  1.647
F1 0.88 3.08 -2.10  -0.207
F2 1.29 1.10 -2.86  -0.203
F3 -0.36 2.24 -3.65  -0.189
O1 -4.95 2.07 -1.74  -0.680
O2 -2.94 2.79 -0.48  -0.751
N1 0.69 0.40 0.00  1.323
N2 -2.58 1.27 -2.30  0.577
N3 -0.92 -0.78 -2.74  0.534
N4 2.79 0.24 0.40  -0.713
N5 1.87 1.01 -0.12  -0.561
C1 6.03 -2.10 0.62  -0.572
C2 3.25 -4.79 4.38  -0.858
C3 6.50 -0.15 2.55  -0.717
C4 2.05 -2.81 5.04  -0.785
C5 -4.49 4.20 -3.60  -0.524
C6 -4.36 5.30 -4.43  -0.864
C7 0.19 -5.57 0.79  -0.908
C8 7.32 -1.61 0.83  -0.640
C9 -0.62 -1.57 2.98  0.737
C10 -1.72 -3.78 -0.16  -0.917
C11 2.96 -2.99 2.81  -0.112
C12 -0.66 5.43 0.51  -1.357
C13 -1.13 -2.52 5.12  -0.573
C14 -0.70 -3.35 0.70  0.511
C15 -4.27 -0.44 -5.17  -1.051
C16 -0.28 -2.79 -3.84  -1.115
C17 -1.77 -5.11 -0.54  -0.722
C18 -1.37 -2.72 -4.66  -0.737
C19 7.55 -0.64 1.78  -0.515
C20 2.55 -4.07 5.34  -0.734
C21 -0.20 -0.39 3.59  -1.343
C22 0.25 -4.25 1.18  0.142
C23 1.48 3.53 1.99  -1.200
C24 -3.43 -1.50 -5.35  -0.821
C25 -3.18 6.04 -4.48  0.909
C26 -2.21 4.57 -2.81  -0.014
C27 -1.09 -2.64 3.74  -0.808
C28 -4.02 0.51 -4.17  -0.572
C29 -2.12 5.66 -3.65  -1.246
C30 -2.92 0.40 -3.35  0.566
C31 2.26 -2.27 3.77  0.232
C32 -0.08 -1.78 -2.89  -0.242
C33 2.21 -0.90 0.88  0.458
C34 -3.04 7.21 -5.42  -1.516
C35 -0.25 -0.28 4.97  -0.412
C36 -2.28 -1.65 -4.53  1.091
C37 0.86 -0.81 0.63  -0.514
C38 -2.02 -0.69 -3.54  -0.379
C39 5.22 -0.63 2.36  -0.258
C40 0.29 1.93 -2.49  0.092
C41 -1.71 3.31 2.62  -1.218
C42 3.45 -4.26 3.12  -0.498
C43 4.99 -1.61 1.39  0.675
C44 -0.81 -6.00 -0.07  -0.695
C45 -0.71 -1.35 5.74  -0.941
C46 -3.41 3.84 -2.81  0.264
H1 0.79 -1.79 -2.23  0.471
H2 -2.68 3.67 2.26  0.369
H3 1.50 -2.24 5.79  0.626
H4 -4.70 1.34 -4.05  0.451
H5 -2.46 -3.08 -0.52  0.271
H6 0.95 -6.27 1.15  0.501
H7 -4.02 7.62 -5.69  0.383
H8 -5.14 -0.33 -5.80  0.431
H9 -1.41 -3.55 3.25  0.535
H10 -5.42 3.64 -3.55  0.589
H11 2.39 -4.49 6.33  0.442
H12 3.64 -5.78 4.62  0.426
H13 -1.69 5.59 0.17  0.357
H14 1.02 -3.93 1.86  0.226
H15 1.89 -1.27 3.54  0.628
H16 -2.55 6.89 -6.34  0.303
H17 -1.50 -3.35 5.72  0.456
H18 8.56 -0.26 1.94  0.395
H19 8.14 -2.00 0.23  0.413
H20 -2.56 -5.46 -1.20  0.464
H21 -2.44 8.00 -4.98  0.381
H22 4.40 -0.25 2.96  0.259
H23 1.70 2.60 2.53  0.236
H24 5.83 -2.85 -0.13  0.374
H25 -0.75 -1.27 6.82  0.422
H26 0.04 5.76 -0.26  0.404
H27 -1.20 6.24 -3.67  0.441
H28 -1.39 4.30 -2.17  0.377
H29 1.42 4.36 2.70  0.459
H30 -1.83 2.30 3.00  0.273
H31 -1.34 3.98 3.40  0.412
H32 -3.63 -2.25 -6.11  0.446
H33 2.27 3.70 1.26  0.396
H34 0.44 -3.59 -3.93  0.525
H35 0.17 0.44 3.00  0.913
H36 3.98 -4.83 2.36  0.462
H37 6.69 0.62 3.30  0.422
H38 0.08 0.63 5.45  0.478
H39 -1.55 -3.47 -5.42  0.450
H40 -0.48 6.00 1.43  0.485
H41 -5.21 5.60 -5.05  0.383
H42 -0.85 -7.05 -0.38  0.411

# 3
Molecular formula: H3O2PS
Method: DFT, ωB97M-V/def2-TZVPD

Properties
relative energy (zero: lowest compared OMol25 entry of this formula, charge and spin) = 25.7 kcal per mole
electronic energy = -891.7082 a.u.
gap between HOMO and LUMO (alpha / beta) = 7.743 / 6.206 eV
2S+1 = 3
total charge = 0
⟨S²⟩ = 2.01

Each line ends with the natural charge from an NBO analysis.
Cartesian coordinates (Å):
S1 -0.81 0.57 -0.46  -0.293
P1 3.34 -0.24 0.11  1.320
O1 2.24 0.01 1.04  -0.843
O2 2.69 -0.52 -1.30  -1.026
H1 -0.18 1.74 -0.44  0.146
H2 0.32 -0.03 0.05  0.152
H3 1.74 -0.53 -1.56  0.543